(1)
Below is 3 unconnected molecules or ions with the total composition C4H16N2O2, with properties calculated with the ωB97M-V functional and the def2-TZVPD basis.

Atoms and positions in Å:
O: 2.29568 2.79420 -1.28619
O: -1.91622 -2.39496 1.83860
N: -0.86644 2.17626 -0.37932
N: -1.02363 -0.83701 -1.09637
C: 0.41434 -0.51602 -0.80096
C: 1.03720 -1.89403 -0.52129
C: 0.54902 0.18172 0.60465
C: -0.45655 1.42607 0.90513
H: -1.15105 -1.35752 -1.95495
H: 2.48033 3.69849 -1.09539
H: -1.57269 2.79953 -0.21850
H: 1.56162 0.55807 0.65925
H: 0.71333 0.03301 -1.73161
H: -0.05458 2.15260 1.68337
H: -1.09855 -2.96879 1.70832
H: 0.37683 -0.56242 1.40502
H: -2.44053 -2.82482 2.58394
H: 1.91897 -1.86230 0.09929
H: -1.59775 -1.17844 -0.34525
H: -1.07629 1.46562 -1.09596
H: 1.37269 -2.17138 -1.59558
H: -1.18050 1.13889 1.59799
H: 0.25494 -2.48354 -0.11764
H: 1.45981 2.62678 -0.84654

For the molecular weight, the calculation gives 124.2 u. For the relative energy (zero: lowest compared OMol25 entry of this formula, charge and spin), the calculation gives 1.732 eV. The HOMO-LUMO gap comes out at 9.12 eV. The value obtained for the highest occupied orbital energy is -8.618 eV.

=====

(2)
Below is a molecular structure, C4H7NO2, with properties calculated with the ωB97M-V functional and the def2-TZVPD basis.

Atoms and positions in Å:
O: 1.74375 1.00319 0.32786
O: 1.17593 -2.21867 0.71386
N: -0.12056 -1.97629 0.29311
C: -1.46681 0.00961 -0.51162
C: -0.22253 -0.80735 -0.17519
C: 0.70320 0.42181 -0.37045
C: -0.51109 1.12750 0.11577
H: 1.15322 -3.15432 0.94942
H: 1.27090 1.98747 0.39847
H: -0.59674 1.00741 1.19957
H: -1.65401 0.10009 -1.58769
H: -2.38767 -0.26198 0.01888
H: 0.82231 0.46984 -1.47294
H: 0.04381 2.37850 0.15710

For the molecular weight, the calculation gives 101.1 u. For the relative energy (zero: lowest compared OMol25 entry of this formula, charge and spin), the calculation gives 6.495 eV. The HOMO-LUMO gap comes out at 10.15 eV. The value obtained for the highest occupied orbital energy is -9.714 eV.

=====

(3)
Below is a molecular structure, C4H5BrClNS, with properties calculated with the ωB97M-V functional and the def2-TZVPD basis.

Atoms and positions in Å:
Br: -1.39395 -1.93338 3.37655
Cl: -1.65195 -3.82525 0.48651
S: 0.71923 -1.76441 -0.72028
N: 0.19996 -0.36345 0.00875
C: -0.65723 -1.65726 1.67449
C: -0.27306 -2.87751 0.99602
C: -0.09853 0.67139 -0.97256
C: -0.45177 -0.40451 1.19998
H: 0.26166 1.64550 -0.67839
H: -0.99197 0.49739 1.42456
H: -1.07171 0.73118 -1.47255
H: 0.56772 0.47771 -1.89652
H: 0.55482 -3.57760 1.29578

For the molecular weight, the calculation gives 214.5 u. For the relative energy (zero: lowest compared OMol25 entry of this formula, charge and spin), the calculation gives 1.697 eV. The HOMO-LUMO gap comes out at 7.45 eV. The value obtained for the highest occupied orbital energy is -7.777 eV.

=====

(4)
Below is a molecular structure, C15H30AlBrCl4InLiN3O11, with properties calculated with the ωB97M-V functional and the def2-TZVPD basis.

Atoms and positions in Å:
In: 3.09074 -1.30366 1.22520
Br: 3.99813 -5.58330 -7.65330
Cl: -3.60187 -1.13997 2.88199
Cl: -1.62358 -3.22405 3.33835
Cl: -1.11875 -0.51162 4.26217
Cl: -1.08975 -1.10767 1.41438
Al: 3.09813 -3.08600 -5.97492
O: -0.11928 -1.76367 -2.75396
O: -1.08508 -1.91799 -5.67012
O: 0.50534 3.23034 6.42520
O: 0.62321 -4.27797 -4.33485
O: 4.97584 -1.03448 0.32037
O: -0.82102 3.07042 4.61076
O: 6.28204 3.09714 0.66197
O: 6.39548 2.21084 2.61911
O: 5.78670 -2.45219 1.53299
O: 1.34789 2.34506 4.48680
O: 7.75814 1.58736 1.07542
N: -4.18852 2.31260 2.53381
N: 5.85202 -1.22581 1.33429
N: 6.81186 2.29845 1.45222
C: -0.83492 -3.00202 -2.86475
C: -2.83289 3.94124 -0.64531
C: 0.42721 2.83956 5.11772
C: 1.93350 -4.82518 -4.35579
C: -0.46842 -0.80715 -5.02093
C: -0.66080 3.99878 6.67752
C: -4.00118 2.00418 1.32557
C: -2.40465 -1.63364 -6.10575
C: -3.77537 1.63258 -0.13090
C: 0.51451 -1.28802 -3.94988
C: -1.64370 3.39982 5.71603
C: -1.85852 -1.49586 2.97423
C: -1.07509 3.88844 8.13168
C: 0.06996 -4.22747 -3.02033
C: -2.59977 2.43442 -0.69264
Li: 1.04151 0.76667 0.77422
H: -4.68812 1.83719 -0.70088
H: 2.58872 -4.28978 -3.65980
H: 0.07037 -0.23786 -5.78458
H: 2.37168 0.34045 1.40707
H: -0.51949 -5.13966 -2.87781
H: 3.17840 -2.18559 2.80197
H: 0.85804 -4.18898 -2.26375
H: -2.85548 -2.56485 -6.46043
H: -1.22132 -0.15723 -4.55242
H: -0.20629 3.98824 8.79085
H: -1.37836 -3.10708 -1.92008
H: -1.80592 4.66117 8.38907
H: -3.73190 4.21706 -1.20828
H: -2.94590 4.30074 0.38246
H: -2.38636 -0.91028 -6.92417
H: -2.42548 2.13431 -1.73176
H: -0.43263 5.04249 6.42960
H: 1.90514 -5.88757 -4.10934
H: 1.11738 -0.42751 -3.63707
H: -1.68699 2.19918 -0.13167
H: -3.56545 0.55995 -0.19977
H: -1.59122 -2.94949 -3.64947
H: -2.42809 4.10219 5.42265
H: -1.52300 2.91228 8.34666
H: 2.33969 -4.70161 -5.36492
H: 1.21575 -2.02566 -4.34045
H: -1.98086 4.47148 -1.08235
H: -2.10821 2.47774 6.08363
H: 2.14151 -2.36572 0.10401
H: -3.01467 -1.25579 -5.27752

For the molecular weight, the calculation gives 798.9 u. Its total charge is +1. The HOMO-LUMO gap comes out at 1.37 eV. The value obtained for the highest occupied orbital energy is -10.997 eV.